(1)
{"formula": "C28H33N6O3PSr", "method": "ωB97M-V/def2-TZVPD", "e_above_lowest_ev": 1.9084, "energy_ev": -54779.746, "homo_ev": -6.881, "total_charge": 0, "homo_lumo_gap_ev": 7.37, "elements": ["Sr", "C", "C", "C", "C", "C", "H", "H", "H", "H", "H", "N", "C", "N", "C", "N", "C", "C", "N", "C", "C", "N", "H", "H", "H", "H", "H", "C", "C", "C", "C", "N", "C", "C", "C", "C", "C", "C", "C", "H", "H", "H", "H", "H", "H", "H", "H", "C", "C", "O", "P", "O", "C", "C", "O", "C", "C", "H", "H", "H", "H", "H", "H", "H", "H", "H", "H", "H", "H", "H", "H", "H"], "coordinates": [[-0.284348, 0.686109, -0.509616], [0.654517, 1.870362, 3.134390], [2.079871, 1.551755, 2.829334], [2.420683, 2.525377, 1.756829], [1.301335, 3.186067, 1.388218], [0.200927, 2.788850, 2.254911], [0.079130, 1.382856, 3.905975], [2.762699, 1.435756, 3.668097], [3.393003, 2.601984, 1.292764], [1.227109, 3.902971, 0.582928], [-0.811642, 3.151989, 2.164856], [0.791451, -3.057593, -2.406334], [1.465473, -2.129858, -1.515116], [0.991295, -0.831077, -1.900949], [0.212190, -1.096397, -2.984549], [0.066246, -2.319923, -3.378380], [-0.493210, -0.007688, -3.722281], [-0.972735, -0.212652, -5.017886], [-1.597933, 0.738915, -5.691215], [-1.755415, 1.905795, -5.064109], [-1.301235, 2.120390, -3.777563], [-0.662643, 1.159659, -3.104084], [1.397650, -3.723471, -2.864605], [1.209033, -3.241857, 0.117565], [-0.831594, -1.179552, -5.482463], [-2.268796, 2.696861, -5.597097], [-1.474500, 3.056551, -3.262094], [-4.270162, -1.708603, 0.933270], [-5.232787, -0.716503, 1.049711], [-4.942559, 0.562548, 0.621185], [-3.689496, 0.856953, 0.076045], [-2.751389, -0.108634, -0.000474], [-3.047286, -1.346589, 0.405076], [-3.345598, 2.235586, -0.407377], [-4.394960, 3.047006, -0.854061], [-4.149091, 4.345175, -1.266091], [-2.849523, 4.832355, -1.211170], [-1.826329, 3.997123, -0.777842], [-2.001025, 2.660800, -0.373816], [-4.451693, -2.728153, 1.241663], [-6.203115, -0.937871, 1.476484], [-5.672440, 1.351952, 0.723738], [-2.255521, -2.080969, 0.282244], [-5.409623, 2.668992, -0.906261], [-4.960958, 4.966135, -1.623819], [-2.638385, 5.851633, -1.515215], [-0.825309, 4.431781, -0.777251], [5.414980, -1.568729, 1.939781], [4.338210, -0.683020, 2.511218], [3.337532, -0.485498, 1.495261], [1.832774, -0.014642, 1.843132], [1.416376, -1.084393, 3.009479], [0.111242, -1.682560, 2.861111], [0.115247, -3.029084, 3.537293], [1.005607, -2.331371, -0.129057], [2.987605, -2.245502, -1.529111], [3.535108, -3.581548, -1.044852], [6.222283, -1.700111, 2.661962], [5.837116, -1.133808, 1.033625], [5.013118, -2.550909, 1.692119], [4.735899, 0.294810, 2.796859], [3.875729, -1.136901, 3.389789], [-0.113970, -1.783808, 1.795712], [-0.633564, -1.018173, 3.307668], [0.857694, -3.684632, 3.081619], [-0.863530, -3.500629, 3.433698], [0.339695, -2.932774, 4.599313], [3.376706, -1.436420, -0.909201], [3.309943, -2.049074, -2.555100], [3.347195, -3.731435, 0.021308], [4.616024, -3.639056, -1.179761], [3.103686, -4.433654, -1.577422]], "forces_ev_per_angstrom": [[0.0, 0.3, 0.7], [0.0, 0.0, 0.1], [-0.2, 0.1, 0.1], [0.0, -0.1, -0.1], [0.0, 0.0, 0.1], [0.0, 0.0, -0.1], [0.0, 0.0, 0.0], [0.0, 0.0, 0.0], [0.0, 0.0, 0.0], [0.0, 0.0, 0.0], [0.0, 0.0, 0.0], [0.0, -0.2, 0.0], [-0.1, 0.3, 0.2], [0.1, -0.5, -0.7], [-0.1, 0.4, -0.2], [0.1, -0.1, 0.1], [0.2, -0.3, 0.2], [0.0, 0.0, 0.0], [0.0, 0.0, 0.0], [0.0, 0.1, 0.0], [0.0, -0.1, 0.0], [0.0, -0.1, 0.0], [0.0, 0.0, 0.0], [-0.1, 0.0, 0.0], [0.0, 0.0, 0.0], [0.0, 0.0, 0.0], [0.0, 0.0, 0.0], [0.1, 0.0, 0.0], [0.0, 0.0, 0.0], [0.0, 0.0, 0.0], [0.1, 0.1, -0.1], [0.0, 0.1, 0.0], [0.1, 0.0, -0.1], [-0.1, -0.3, 0.2], [0.0, 0.0, 0.0], [0.0, 0.0, 0.0], [-0.1, -0.1, 0.0], [0.1, 0.0, 0.0], [-0.2, 0.3, -0.1], [0.0, 0.0, 0.0], [0.0, 0.0, 0.0], [0.0, 0.0, 0.0], [0.0, 0.0, 0.0], [0.0, 0.0, 0.0], [0.0, 0.0, 0.0], [0.0, 0.0, 0.0], [0.0, 0.0, 0.0], [0.1, -0.1, 0.0], [-0.1, 0.1, 0.0], [0.0, 0.0, 0.1], [0.1, -0.1, -0.2], [-0.1, 0.1, -0.1], [0.0, 0.1, 0.0], [0.0, -0.1, 0.0], [0.0, 0.0, -0.1], [0.1, 0.1, 0.0], [0.0, -0.1, 0.1], [0.0, 0.0, 0.0], [0.0, 0.0, 0.0], [0.0, 0.0, 0.0], [0.0, 0.0, 0.0], [0.0, 0.0, 0.0], [0.0, 0.0, 0.1], [0.0, 0.0, 0.1], [0.0, 0.0, 0.0], [0.0, 0.0, 0.0], [0.0, 0.0, 0.0], [0.0, 0.0, 0.0], [0.0, 0.0, 0.0], [0.0, 0.0, 0.0], [0.0, 0.0, 0.0], [0.0, 0.0, 0.0]]}

***

(2)
{"formula": "C28H34F2O3", "method": "ωB97M-V/def2-TZVPD", "e_above_lowest_ev": 0.0000, "energy_ev": -41161.934, "homo_ev": -6.530, "total_charge": 0, "homo_lumo_gap_ev": 3.54, "elements": ["C", "C", "O", "C", "C", "C", "O", "C", "C", "C", "C", "C", "C", "C", "C", "C", "C", "O", "H", "H", "H", "H", "H", "H", "H", "H", "H", "H", "H", "H", "H", "H", "H", "H", "H", "H", "H", "H", "H", "H", "H", "H", "H", "F", "C", "C", "C", "C", "C", "C", "C", "C", "C", "F", "C", "C", "C", "C", "H", "H", "H", "H", "H", "H", "H", "H", "H"], "coordinates": [[4.349068, -1.534398, 0.976880], [3.176857, -0.658099, 0.599319], [2.356156, -0.490328, 1.789713], [1.153825, 0.133976, 1.648062], [0.556870, 0.465208, 2.933768], [-0.745351, 1.088139, 3.006912], [-1.537979, 0.757150, 3.915926], [-1.231274, 2.127677, 2.009074], [-2.161690, 1.548084, 0.938629], [-3.399170, 0.781873, 1.462188], [-3.439643, -0.707128, 1.053566], [-3.401151, -1.749061, 2.185449], [-2.412975, -2.893619, 1.886980], [-0.943049, -2.527539, 2.119041], [-0.582389, -2.427278, 3.598355], [0.834498, -1.924585, 3.904878], [1.006647, -0.389929, 4.094781], [0.660088, 0.335562, 0.534251], [5.157578, -1.399107, 0.258392], [4.732597, -1.277038, 1.969041], [4.058957, -2.589800, 0.952244], [3.523535, 0.331458, 0.289086], [2.587928, -1.078577, -0.225106], [-1.780699, 2.891497, 2.578168], [-0.378613, 2.601007, 1.518402], [-2.520450, 2.387334, 0.323984], [-1.545732, 0.907081, 0.290687], [-3.468685, 0.899383, 2.553773], [-4.293225, 1.262884, 1.028191], [-4.383278, -0.862863, 0.504369], [-2.631964, -0.910544, 0.333304], [-3.154805, -1.267431, 3.143330], [-4.413326, -2.173574, 2.294252], [-2.666034, -3.748926, 2.524940], [-2.542170, -3.210555, 0.844040], [-0.322985, -3.317223, 1.668747], [-0.681124, -1.602212, 1.579408], [-1.314067, -1.817780, 4.144754], [-0.638586, -3.452548, 4.004561], [1.172884, -2.393514, 4.844939], [1.519847, -2.253084, 3.114357], [2.076491, -0.202807, 4.282230], [0.448172, -0.099574, 4.993158], [4.175645, 3.601922, -4.867061], [3.549034, 3.412009, -3.666402], [3.490984, 2.120195, -3.128761], [2.855910, 1.929180, -1.908155], [2.373400, 3.034594, -1.138024], [2.009627, 2.880561, 0.243031], [1.562248, 3.962339, 1.063090], [1.996618, 4.044678, 2.417098], [1.713109, 5.157847, 3.195208], [0.880572, 6.136680, 2.645447], [0.527837, 7.192872, 3.436403], [0.399478, 6.092939, 1.338074], [0.666252, 4.964932, 0.582907], [2.422910, 4.315758, -1.772366], [2.996663, 4.515601, -3.014953], [3.919198, 1.283114, -3.675134], [2.719800, 0.924613, -1.502043], [2.308817, 1.952478, 0.719803], [2.595314, 3.217529, 2.808391], [2.099861, 5.256362, 4.207702], [-0.203777, 6.897537, 0.923309], [0.194140, 4.819897, -0.390713], [2.058893, 5.196114, -1.237700], [3.013344, 5.504309, -3.477532]], "forces_ev_per_angstrom": [[0.0, -0.2, -0.1], [-0.6, 0.1, 0.6], [0.9, -0.2, -0.9], [-1.1, 0.8, 1.6], [0.6, -0.9, -1.2], [-1.0, -0.6, 0.7], [0.7, 0.6, -0.5], [0.1, 0.0, 0.1], [-0.1, 0.0, -0.3], [-0.2, 0.2, -0.1], [-0.4, 0.1, -0.2], [0.0, -0.2, 0.0], [-0.1, 0.2, 0.2], [0.1, 0.1, -0.3], [0.1, -0.3, 0.4], [0.2, 0.2, 0.2], [0.1, -0.1, 0.2], [0.6, 0.6, -0.5], [0.0, 0.0, -0.1], [-0.1, 0.0, -0.2], [0.1, 0.2, 0.2], [0.1, 0.0, 0.1], [0.0, 0.0, 0.2], [0.2, -0.2, 0.0], [-0.2, -0.1, 0.0], [0.2, -0.1, 0.0], [-0.3, 0.2, 0.1], [0.0, -0.1, -0.3], [0.3, -0.1, 0.3], [0.4, -0.1, 0.0], [-0.1, 0.1, 0.2], [0.0, -0.1, -0.3], [0.3, 0.1, 0.1], [0.1, 0.0, -0.1], [-0.1, 0.0, 0.1], [0.0, 0.1, 0.1], [-0.2, -0.2, 0.2], [0.1, -0.1, -0.1], [-0.2, 0.3, 0.0], [0.0, 0.1, -0.3], [-0.1, -0.1, 0.2], [-0.2, -0.1, 0.0], [0.1, 0.1, -0.2], [-0.6, -0.2, 1.2], [0.3, 0.0, -0.4], [-0.3, 0.2, 0.0], [0.0, 0.3, 0.4], [0.0, 0.1, -0.9], [0.3, 0.3, -0.3], [-0.7, 0.0, 0.4], [0.1, -0.4, -0.4], [-0.5, 0.0, -0.3], [0.4, 0.5, 0.8], [0.4, -0.9, -0.8], [-0.3, -0.4, -0.2], [0.7, 0.1, 0.0], [0.1, 0.0, 0.4], [-0.1, -0.3, -0.2], [-0.1, 0.2, 0.1], [0.1, 0.3, -0.2], [-0.1, 0.3, 0.0], [-0.1, 0.4, -0.1], [-0.3, 0.0, -0.2], [0.0, -0.2, 0.4], [0.2, 0.2, 0.3], [0.3, -0.4, -0.2], [0.1, -0.4, 0.2]]}

***

(3)
{"formula": "C28H34F3N3O5", "method": "ωB97M-V/def2-TZVPD", "energy_ev": -52444.221, "homo_ev": -6.149, "total_charge": 0, "homo_lumo_gap_ev": 3.76, "elements": ["C", "N", "C", "C", "F", "F", "F", "O", "H", "H", "H", "C", "O", "C", "C", "C", "C", "C", "C", "O", "N", "C", "C", "C", "C", "N", "C", "C", "C", "C", "C", "C", "C", "C", "C", "C", "C", "O", "C", "C", "O", "C", "H", "H", "H", "H", "H", "H", "H", "H", "H", "H", "H", "H", "H", "H", "H", "H", "H", "H", "H", "H", "H", "H", "H", "H", "H", "H", "H", "H", "H", "H", "H"], "coordinates": [[-3.955444, 0.703664, -1.667416], [-5.191288, 0.444469, -1.143688], [-5.722596, 1.330604, -0.307200], [-7.126637, 1.043442, 0.200800], [-7.958431, 1.031892, -0.852262], [-7.123641, -0.155465, 0.803232], [-7.509855, 1.990084, 1.072255], [-5.130493, 2.332356, 0.036717], [-3.686427, -0.090128, -2.365594], [-3.994517, 1.662618, -2.188996], [-3.227197, 0.761106, -0.855290], [4.000707, -4.197541, -3.066860], [4.277933, -3.118394, -3.922349], [3.583907, -1.938372, -3.622097], [2.613438, -1.804992, -2.633310], [1.997674, -0.589726, -2.374374], [0.992006, -0.467652, -1.263318], [1.595441, -0.028426, 0.072848], [2.628083, -1.035493, 0.553264], [3.678789, -1.315752, 0.017044], [2.136489, -1.584117, 1.715248], [2.883566, -2.613024, 2.417890], [0.891618, -0.935020, 2.224665], [-0.210760, -1.980248, 2.362403], [1.234179, -0.239391, 3.538247], [0.559196, 0.067093, 1.151328], [-0.493209, 0.936467, 1.153304], [-1.421248, 1.019156, 2.170335], [-2.503501, 1.873846, 2.188790], [-3.438919, 1.948378, 3.260111], [-4.498391, 2.873160, 3.209755], [-5.401941, 2.972193, 4.241083], [-5.288237, 2.151043, 5.351522], [-4.260060, 1.227385, 5.424279], [-3.347731, 1.124099, 4.402299], [2.360466, 0.518751, -3.121746], [3.322961, 0.437448, -4.125067], [3.777440, 1.508680, -4.906802], [3.087140, 2.718153, -4.720473], [3.928083, -0.806495, -4.382090], [4.909852, -0.912772, -5.389293], [6.186714, -0.652505, -4.875853], [4.640302, -5.033093, -3.352930], [4.218687, -3.913237, -2.036604], [2.956798, -4.492513, -3.176442], [2.364230, -2.650515, -2.020307], [0.192752, 0.219361, -1.562195], [0.505211, -1.435993, -1.112702], [2.075048, 0.952511, -0.033539], [3.718104, -2.938240, 1.797817], [3.275589, -2.222344, 3.354849], [2.244080, -3.469344, 2.626011], [-0.346311, -2.508509, 1.420197], [0.045303, -2.713322, 3.125225], [-1.166782, -1.538702, 2.631694], [2.092805, 0.413608, 3.390416], [0.418538, 0.368425, 3.918996], [1.496348, -0.971406, 4.300269], [-0.593641, 1.593584, 0.311638], [-1.292206, 0.379545, 3.018071], [-2.654291, 2.526250, 1.347750], [-4.597285, 3.506660, 2.343875], [-6.201730, 3.693637, 4.187674], [-5.998929, 2.231718, 6.158607], [-4.171971, 0.588016, 6.289170], [-2.556746, 0.402356, 4.485884], [1.895172, 1.461437, -2.904344], [3.487004, 3.447346, -5.425922], [2.024995, 2.573498, -4.920323], [3.245409, 3.079342, -3.704058], [6.918244, -0.762654, -5.677669], [6.210277, 0.367608, -4.487564], [6.399836, -1.365604, -4.076888]], "forces_ev_per_angstrom": [[0.8, 0.5, -0.5], [-4.6, -1.2, 1.8], [1.9, -2.9, -2.8], [1.7, 0.1, -1.0], [-0.8, -0.2, 0.6], [-1.0, 0.0, 0.4], [-0.6, -0.4, 0.1], [1.2, 3.6, 2.1], [0.3, 0.0, -0.1], [0.6, 0.3, -0.2], [0.9, 0.2, 0.1], [0.0, -0.2, 0.1], [-0.6, 1.7, 0.1], [0.6, -0.2, -0.6], [0.0, -0.4, -0.1], [0.5, -0.1, -0.4], [-0.4, -0.3, -0.2], [-0.3, 1.0, -0.3], [-0.3, -0.2, 1.0], [-0.5, 0.2, 0.3], [-0.3, 0.7, -1.0], [-0.4, 0.1, 0.3], [0.3, -0.4, 0.2], [-0.1, 0.0, -0.1], [0.0, 0.2, 0.0], [-0.3, 0.4, -0.2], [2.1, -1.8, 0.1], [-0.7, 0.2, 0.8], [0.7, -0.4, -0.4], [-0.6, 0.0, 0.7], [0.5, 0.0, -0.5], [-0.2, 0.1, 0.3], [-0.1, 0.2, -0.2], [0.2, -0.2, 0.2], [0.0, 0.2, -0.3], [0.0, 0.4, -0.1], [0.8, 0.0, -0.7], [-0.4, -1.6, 0.8], [-0.1, 0.2, 0.0], [0.9, -0.1, -0.8], [-1.9, -0.1, 0.6], [0.4, 0.1, 0.4], [0.0, 0.2, -0.1], [-0.1, -0.2, 0.2], [-0.1, -0.2, 0.2], [-0.1, -0.2, 0.1], [0.1, 0.0, 0.1], [0.0, 0.0, 0.0], [0.0, -0.2, -0.1], [-0.2, 0.2, -0.1], [0.1, -0.1, 0.1], [0.0, -0.1, 0.0], [0.0, 0.0, -0.1], [0.1, 0.0, 0.1], [0.0, 0.0, 0.0], [0.0, 0.0, 0.0], [0.0, -0.1, 0.1], [0.0, -0.1, 0.0], [0.2, 0.1, -0.5], [0.0, -0.1, 0.1], [-0.3, 0.2, -0.4], [-0.1, 0.0, -0.3], [-0.1, 0.0, -0.1], [-0.1, 0.0, 0.1], [0.0, -0.1, 0.1], [0.2, -0.2, 0.1], [-0.2, 0.3, 0.0], [0.0, -0.2, 0.0], [-0.1, 0.2, 0.1], [-0.1, 0.2, 0.1], [-0.2, 0.0, 0.0], [0.3, 0.0, 0.1], [0.3, 0.0, 0.1]]}

***

E_LUMO (computed, eV): 0.49, -2.99, -2.39